# 1
{"formula": "C14H21FN6O6P", "method": "ωB97M-V/def2-TZVPD", "e_tot_ha": -1766.67459, "homo_energy_ev": -11.181, "charge": 1, "homo_lumo_gap_ev": 4.79, "symbols": ["P", "F", "O", "O", "O", "O", "O", "O", "N", "N", "N", "N", "N", "N", "C", "C", "C", "C", "C", "C", "C", "C", "C", "C", "C", "C", "C", "C", "H", "H", "H", "H", "H", "H", "H", "H", "H", "H", "H", "H", "H", "H", "H", "H", "H", "H", "H", "H", "H"], "xyz": [[1.100301, 5.081094, 0.444797], [-3.539007, 3.404373, -1.018987], [-2.549017, -3.521408, -3.449755], [-2.782058, 1.614831, -2.277317], [2.587572, -0.834210, 4.161257], [2.466784, 5.424420, -0.174169], [-3.062680, 0.026885, 1.784584], [2.846517, 2.508572, -0.026289], [4.720460, -1.685554, 4.190450], [-3.855728, 1.101169, -0.156006], [-3.914874, -2.117551, -4.647408], [1.310902, 0.827607, 0.112892], [4.296803, 0.304009, 0.151650], [1.536965, 2.133739, 0.177811], [-4.621665, -1.855429, -5.884936], [-2.757069, 0.791637, 0.820197], [-0.884542, 2.890748, 0.692463], [-1.270976, 1.350047, 0.625254], [3.638904, 1.312470, -0.028202], [-3.363287, 1.974216, -1.236471], [-0.299841, -1.213481, 0.277009], [-0.026808, 0.388999, 0.332472], [3.669052, -1.022706, 3.629611], [-3.165550, -3.244298, -4.463558], [5.976195, -1.867791, 3.490616], [0.648001, 3.240749, 0.423257], [4.578233, -2.225323, 5.529134], [-4.004983, -1.154220, -3.569618], [-3.162822, -3.909594, -5.341735], [-4.619723, 1.597495, 0.341043], [-0.578351, -1.549007, -0.798403], [1.148205, 5.480614, 1.832537], [6.173552, -2.937852, 3.387260], [3.884610, -0.655252, 2.613004], [-3.001400, -0.798032, -3.324643], [6.777142, -1.402255, 4.070487], [5.496427, -2.724951, 5.840877], [3.749626, -2.937723, 5.541501], [-1.060087, -1.550531, 1.063606], [-4.464568, -2.661411, -6.603612], [0.063311, 5.888948, -0.178783], [-4.255486, -0.918131, -6.312022], [0.708708, -1.708759, 0.573834], [-4.633416, -0.310581, -3.859048], [-1.676701, 3.698371, 0.884227], [4.349981, -1.410640, 6.220928], [-5.690295, -1.768027, -5.672539], [5.941412, -1.412943, 2.498971], [-4.428716, -1.643332, -2.688211]], "forces_ev_per_a": [[4.593, 2.281, -1.152], [0.016, -3.239, 0.024], [-0.176, 0.350, -0.085], [-2.714, 1.651, 5.255], [0.101, -0.032, -0.049], [-3.252, -1.378, 1.124], [1.969, 3.789, -4.272], [1.959, -3.227, -0.158], [-0.685, 0.551, -0.628], [2.695, 2.759, -0.102], [0.399, -0.753, -0.079], [-4.338, 0.769, 0.956], [-3.658, 5.961, -1.261], [-3.494, 1.951, 0.689], [0.003, 0.144, 0.211], [-1.757, -3.098, 3.023], [2.265, -4.269, -1.069], [4.022, 2.744, -0.808], [2.257, -2.921, 1.373], [1.978, -0.251, -3.747], [1.522, 0.619, 0.182], [-1.423, 0.674, 0.290], [0.580, -0.385, 0.354], [-0.211, 0.351, 0.015], [-0.046, -0.070, 0.194], [-3.378, -3.285, 0.447], [-0.307, 0.094, 0.063], [0.204, -0.269, 0.138], [-0.060, 0.065, -0.032], [0.412, -0.680, -0.139], [0.332, 0.704, 1.841], [-0.745, -0.755, -0.595], [0.163, 0.098, -0.082], [0.145, -0.060, -0.009], [-0.147, 0.083, 0.093], [0.093, -0.087, -0.160], [-0.085, 0.096, -0.143], [0.086, 0.036, 0.169], [0.909, 0.843, -1.328], [0.027, 0.057, 0.143], [0.033, -1.298, 0.546], [-0.146, -0.063, -0.144], [-1.711, 0.849, -0.683], [0.079, -0.143, -0.074], [1.518, -1.245, -0.351], [0.001, -0.179, 0.072], [0.008, 0.025, -0.215], [-0.074, -0.027, 0.115], [0.037, 0.167, 0.050]], "lowdin_charge": [0.771, 0.014, 0.001, 0.134, -0.011, -0.445, 0.104, 0.057, -0.204, 0.174, -0.205, 0.182, 0.215, -0.112, -0.058, -0.281, 0.108, 0.062, -0.144, -0.346, 0.000, -0.049, -0.353, -0.339, -0.056, -0.134, -0.041, -0.062, 0.134, 0.162, 0.121, 0.047, 0.093, 0.096, 0.073, 0.093, 0.090, 0.095, 0.098, 0.087, 0.053, 0.090, 0.109, 0.087, 0.132, 0.095, 0.091, 0.078, 0.094]}

---

# 2
{"formula": "C14H21N5O3", "method": "ωB97M-V/def2-TZVPD", "de_lowest_kcal_mol": 45.5, "e_tot_ha": -1045.56016, "smiles": "CNC(=O)[C@@H](Cc1c[nH]cn1)NC(=O)[C@H]1CCCN1C(C)=O", "homo_energy_ev": -8.968, "homo_lumo_gap_ev": 9.36, "symbols": ["O", "O", "O", "N", "N", "N", "N", "N", "C", "C", "C", "C", "C", "C", "C", "C", "C", "C", "C", "C", "C", "C", "H", "H", "H", "H", "H", "H", "H", "H", "H", "H", "H", "H", "H", "H", "H", "H", "H", "H", "H", "H", "H"], "xyz": [[1.233947, -1.891647, 0.501757], [1.077533, -0.141812, -2.415994], [-3.254608, -2.126048, -2.385946], [-2.867489, 4.278903, -1.606284], [1.276975, 0.436873, 1.004710], [-0.607936, 0.258306, -1.163251], [-0.988824, -2.411800, -1.931690], [-2.115119, 2.706082, -0.220181], [1.371563, 2.377938, -0.463252], [-1.773158, -0.204752, -1.995340], [1.085994, 1.579920, 1.850455], [-3.136083, 3.092811, -2.211943], [-2.934287, 0.651844, -1.458456], [-0.858172, -3.851494, -1.809193], [0.670304, 0.219146, -1.365462], [1.164240, 2.823413, 0.966003], [1.338252, -0.893389, 1.280254], [1.271497, -1.239259, 2.733248], [-2.310457, 4.063206, -0.417264], [-2.617179, 2.108164, -1.406181], [1.585101, 0.872362, -0.338403], [-2.077907, -1.685620, -2.121201], [-1.728888, -4.423686, -1.721717], [-0.975929, 0.873741, -0.428915], [-3.138831, 0.290965, -0.472897], [0.103609, 1.528128, 2.427675], [2.245732, -0.933406, 3.129113], [2.142046, 2.892128, -0.966690], [1.258225, -2.343298, 2.823019], [1.831001, 1.674845, 2.602874], [2.683689, 0.632082, -0.574483], [0.459012, 2.621290, -1.007674], [-0.227432, -4.185673, -2.673441], [-1.678521, 0.198767, -2.940226], [-3.523168, 2.901705, -3.216805], [-1.969821, 4.933239, 0.109158], [0.168817, 3.412007, 1.041682], [1.994385, 3.482183, 1.154958], [-3.021450, 5.143747, -2.113217], [-0.154252, -1.831936, -1.852789], [-0.455680, -4.077638, -0.822370], [0.339784, -0.815083, 3.150855], [-3.836714, 0.530368, -2.056860]], "forces_ev_per_a": [[0.958, 3.452, 0.300], [2.177, -1.782, -3.322], [3.440, 1.507, 0.866], [-0.927, 0.427, -1.769], [0.574, -0.207, -1.760], [-4.833, 0.051, 2.211], [0.046, 0.027, 0.209], [-0.694, 2.489, -1.291], [-1.701, -0.610, 0.544], [0.025, 1.475, 1.427], [-1.467, 0.506, 1.717], [0.799, -1.756, -0.679], [0.185, -0.546, -0.453], [1.897, 0.523, -0.392], [1.430, 1.021, 0.448], [-1.916, 1.396, -0.030], [-2.070, -2.972, -0.058], [0.390, -0.637, 0.064], [1.050, -2.842, -0.021], [-0.948, 1.549, 1.927], [1.306, -0.860, -1.546], [-3.169, -1.367, -0.294], [-1.959, -0.136, -0.808], [0.698, -0.643, 0.053], [-0.434, -0.030, 0.801], [1.019, 0.004, -0.908], [-0.532, 0.454, 0.824], [1.140, 0.331, -0.403], [-0.227, 0.722, -0.153], [0.842, -0.244, 0.806], [-1.692, -0.008, 0.022], [0.001, -0.338, -0.224], [-0.457, -0.201, 1.090], [0.836, 0.400, -2.491], [-0.087, 0.751, 0.520], [0.151, -0.279, 0.784], [1.784, -0.826, 0.008], [0.162, 0.219, 0.987], [0.104, 0.002, 0.709], [0.057, -0.890, 0.139], [1.013, 0.163, -0.198], [0.854, 0.054, 0.360], [0.175, -0.348, -0.019]], "lowdin_charge": [0.020, 0.103, -0.008, 0.032, -0.017, 0.134, 0.047, 0.096, -0.119, -0.157, -0.149, -0.060, -0.089, -0.039, -0.557, -0.151, -0.452, -0.007, -0.162, -0.281, -0.171, -0.409, 0.060, 0.116, 0.123, 0.143, 0.090, 0.106, 0.093, 0.104, 0.189, 0.102, 0.107, 0.131, 0.133, 0.114, 0.117, 0.101, 0.161, 0.104, 0.081, 0.095, 0.128]}

---

# 3
{"formula": "C14H21N5O3S", "method": "ωB97M-V/def2-TZVPD", "de_lowest_kcal_mol": 0.0, "e_tot_ha": -1443.87060, "smiles": "CC(C)CCn1c(SCC(N)=O)nc2c1c(=O)n(C)c(=O)n2C", "homo_energy_ev": -8.083, "homo_lumo_gap_ev": 8.52, "symbols": ["S", "O", "O", "O", "N", "N", "N", "N", "N", "C", "C", "C", "C", "C", "C", "C", "C", "C", "C", "C", "C", "C", "C", "H", "H", "H", "H", "H", "H", "H", "H", "H", "H", "H", "H", "H", "H", "H", "H", "H", "H", "H", "H", "H"], "xyz": [[-2.932874, 0.513336, -0.372636], [-2.334597, 3.040190, -1.891020], [4.124243, 2.038606, 0.485987], [2.330040, -1.575089, -1.627708], [-0.522129, 1.545945, 0.251359], [1.862759, 1.920964, 0.447773], [-1.976041, 4.261738, -0.034349], [3.196316, 0.255575, -0.559602], [-0.421646, -0.364557, -0.909765], [-1.202988, 0.569958, -0.336723], [3.123864, 1.445080, 0.145135], [1.710273, 3.161639, 1.172463], [-0.671586, -2.823999, -0.782056], [0.878001, 0.037116, -0.670195], [4.546508, -0.200266, -0.848739], [-0.835502, -1.548995, -1.611906], [2.137156, -0.538936, -1.020415], [-2.451179, 3.185204, -0.699650], [-1.914339, -4.305742, 0.815899], [-1.525615, -2.863140, 0.494411], [-3.225263, 2.213697, 0.185367], [-0.790727, -2.258431, 1.689997], [0.771602, 1.222472, 0.039687], [1.105966, 2.992190, 2.063364], [-1.920650, 4.281615, 0.967687], [0.129950, -2.805991, 1.882069], [-1.023514, -4.913604, 0.958328], [-2.507076, -4.346969, 1.726625], [-0.954991, -3.653677, -1.431418], [-2.442907, -2.288613, 0.319555], [4.465564, -1.135315, -1.397925], [-0.538769, -1.214753, 1.524426], [-2.938183, 2.289414, 1.232210], [-1.411162, 4.915833, -0.551616], [5.069703, 0.547466, -1.443935], [-4.296034, 2.383393, 0.070843], [-1.413209, -2.314307, 2.580464], [1.218491, 3.901407, 0.539994], [-1.882328, -1.410425, -1.897150], [0.383719, -2.947589, -0.534111], [5.093298, -0.349603, 0.081790], [-2.500718, -4.736498, 0.007781], [-0.218144, -1.633595, -2.510340], [2.704717, 3.507271, 1.448030]], "forces_ev_per_a": [[-0.537, 0.002, 0.052], [-0.012, -0.058, -0.336], [0.317, 0.087, 0.032], [-0.086, -0.179, -0.129], [0.212, 0.076, 0.249], [0.074, 0.019, 0.001], [0.025, 0.524, 0.070], [0.219, -0.134, -0.095], [-0.099, 0.591, 0.234], [0.251, -0.047, 0.035], [-0.180, 0.174, 0.133], [0.058, 0.218, 0.138], [-0.259, 0.259, 0.020], [0.225, 0.665, 0.419], [0.276, -0.125, -0.073], [0.048, -0.752, -0.269], [-0.327, 0.094, 0.090], [-0.187, 0.229, 0.287], [-0.089, 0.290, -0.061], [0.186, -0.179, 0.026], [0.291, -0.489, -0.199], [-0.226, 0.062, -0.154], [-0.249, -1.143, -0.636], [0.005, 0.049, 0.001], [0.023, -0.096, -0.035], [0.123, -0.069, 0.029], [0.115, -0.113, 0.022], [-0.056, -0.068, 0.117], [0.041, -0.049, -0.068], [-0.006, -0.037, 0.019], [0.033, 0.115, 0.069], [0.093, 0.144, 0.040], [-0.066, 0.101, -0.024], [-0.049, -0.043, 0.000], [0.009, -0.045, 0.044], [0.028, 0.004, 0.013], [-0.028, 0.012, 0.133], [-0.002, 0.029, 0.044], [0.121, -0.005, -0.066], [0.055, -0.076, -0.048], [0.006, 0.015, -0.063], [-0.053, -0.113, -0.078], [-0.181, 0.076, 0.034], [-0.143, -0.017, -0.017]], "lowdin_charge": [1.022, 0.049, 0.079, 0.070, 0.160, 0.015, 0.162, 0.033, -0.008, -0.600, -0.441, -0.005, -0.144, -0.060, -0.005, -0.128, -0.361, -0.654, -0.081, -0.429, -0.367, -0.063, -0.211, 0.094, 0.099, 0.086, 0.083, 0.075, 0.118, 0.105, 0.086, 0.059, 0.076, 0.112, 0.100, 0.089, 0.079, 0.088, 0.108, 0.113, 0.099, 0.075, 0.134, 0.089]}